{"formula": "C40H90F6N5P", "method": "ωB97M-V/def2-TZVPD", "homo_energy_ev": -19.293, "de_lowest_kj_mol": 146.4, "lumo_ev": -7.721, "spin_multiplicity": 1, "charge": 4, "species": ["P", "F", "F", "F", "F", "F", "F", "C", "C", "C", "N", "C", "C", "C", "C", "C", "H", "H", "H", "H", "H", "H", "H", "H", "H", "H", "H", "H", "H", "H", "H", "H", "H", "H", "C", "C", "C", "N", "C", "C", "C", "C", "C", "H", "H", "H", "H", "H", "H", "H", "H", "H", "H", "H", "H", "H", "H", "H", "H", "H", "H", "C", "C", "C", "N", "C", "C", "C", "C", "C", "H", "H", "H", "H", "H", "H", "H", "H", "H", "H", "H", "H", "H", "H", "H", "H", "H", "H", "C", "C", "C", "N", "C", "C", "C", "C", "C", "H", "H", "H", "H", "H", "H", "H", "H", "H", "H", "H", "H", "H", "H", "H", "H", "H", "H", "C", "C", "C", "N", "C", "C", "C", "C", "C", "H", "H", "H", "H", "H", "H", "H", "H", "H", "H", "H", "H", "H", "H", "H", "H", "H", "H"], "positions_angstrom": [[0.2768, 0.7850, -0.1744], [0.5847, 0.4284, 1.3822], [-1.3251, 0.6186, -0.0315], [0.3259, 2.3395, 0.2316], [0.0421, 1.0913, -1.7617], [1.8766, 0.8377, -0.4795], [0.3809, -0.8488, -0.4249], [2.0303, -6.2026, -2.4415], [2.7093, -5.5211, -1.2471], [1.8132, -5.4751, -0.0159], [2.3264, -4.7037, 1.2015], [1.4189, -4.9775, 2.3550], [2.3295, -3.1660, 0.9723], [3.7782, -2.7497, 1.1216], [4.6673, -3.9788, 0.9344], [3.7654, -5.0848, 1.5076], [2.2357, -7.2658, -2.3220], [2.5460, -5.9146, -3.3535], [0.9670, -5.9788, -2.4402], [3.1238, -4.5326, -1.4711], [3.6228, -6.0655, -0.9943], [1.7007, -6.4540, 0.4612], [0.7819, -5.1393, -0.1342], [1.6229, -5.9313, 2.8415], [0.3989, -4.8393, 2.0125], [1.6148, -4.2863, 3.1774], [1.7379, -2.6986, 1.7541], [1.8905, -2.9328, 0.0053], [3.9554, -2.4281, 2.1539], [4.0171, -1.8663, 0.5306], [5.5414, -3.8471, 1.5642], [4.9161, -4.1324, -0.1128], [3.8893, -5.0486, 2.5880], [3.9621, -6.0639, 1.0846], [4.6948, 2.7676, -1.0142], [4.5195, 3.0784, -2.4862], [3.2516, 3.8159, -2.8555], [2.6559, 3.5022, -4.2094], [3.6157, 3.7154, -5.3417], [1.3995, 4.3164, -4.4838], [0.3211, 3.3865, -5.1112], [0.9440, 2.0209, -5.2556], [2.1133, 2.0791, -4.2869], [4.9710, 3.6588, -0.4465], [5.5503, 2.1009, -0.9095], [3.8043, 2.3094, -0.5854], [4.5660, 2.1313, -3.0422], [5.3851, 3.5760, -2.9320], [3.4081, 4.8943, -2.8949], [2.4560, 3.5743, -2.1487], [3.0781, 3.6645, -6.2857], [4.4234, 2.9919, -5.3127], [3.9606, 4.7428, -5.2251], [1.6722, 5.1224, -5.1602], [0.9641, 4.7347, -3.5804], [-0.0083, 3.7139, -6.0989], [-0.5775, 3.4175, -4.4960], [1.4002, 1.8769, -6.2392], [0.2345, 1.1999, -5.1838], [2.9626, 1.4577, -4.5615], [1.7979, 1.8454, -3.2685], [2.3558, 3.5411, 2.5258], [2.6930, 2.3627, 3.4689], [1.5812, 2.0951, 4.4883], [1.9471, 0.8676, 5.3268], [3.1077, 1.2215, 6.2414], [2.1519, -0.4111, 4.5458], [1.5815, -1.5796, 5.3784], [1.0995, -0.9416, 6.6682], [0.8302, 0.5276, 6.2968], [2.4224, 4.4884, 3.0634], [1.3519, 3.5674, 2.1044], [3.1014, 3.4487, 1.7398], [3.6138, 2.6592, 3.9712], [2.9953, 1.5512, 2.8051], [0.6190, 1.8989, 4.0276], [1.6767, 2.8595, 5.2540], [2.8203, 2.0857, 6.8329], [4.0301, 1.3427, 5.6861], [3.2305, 0.3978, 6.9421], [3.2309, -0.4519, 4.3993], [1.6836, -0.3497, 3.5660], [2.2766, -2.3964, 5.5529], [0.7271, -1.9438, 4.8055], [1.7638, -1.0987, 7.5163], [0.1309, -1.3220, 6.9977], [0.6181, 1.1437, 7.1664], [-0.0849, 0.4773, 5.7018], [-3.4158, -1.4201, -3.8663], [-3.2410, -2.5275, -2.8271], [-3.5814, -2.0921, -1.4315], [-3.3368, -3.2152, -0.4264], [-1.8904, -3.4970, -0.1814], [-4.0781, -4.5094, -0.8572], [-4.3119, -5.2389, 0.4721], [-4.3764, -4.1715, 1.5602], [-4.0206, -2.8538, 0.9104], [-3.4741, -1.7990, -4.8837], [-2.5478, -0.7548, -3.8039], [-4.2448, -0.7157, -3.7545], [-2.2058, -2.8638, -2.9325], [-3.8021, -3.4256, -3.0924], [-4.6299, -1.8045, -1.3341], [-3.0434, -1.1763, -1.1686], [-1.5269, -3.8992, -1.1299], [-1.6977, -4.3100, 0.5149], [-1.3530, -2.5717, 0.0150], [-3.4502, -5.0882, -1.5246], [-4.9915, -4.0840, -1.2604], [-3.6210, -6.0386, 0.7355], [-5.2495, -5.7891, 0.3690], [-3.5792, -4.3597, 2.2814], [-5.3527, -4.1700, 2.0344], [-3.3687, -2.1447, 1.4141], [-4.9284, -2.3134, 0.6378], [-6.7865, 1.5950, -0.2812], [-5.3708, 1.9239, -0.7821], [-5.1297, 3.3922, -1.0699], [-3.6851, 3.8383, -0.9389], [-2.9069, 3.1506, -2.0148], [-3.1314, 3.6170, 0.4725], [-2.1406, 4.7619, 0.7778], [-2.2288, 5.7244, -0.4056], [-3.5347, 5.3441, -1.0966], [-6.7275, 0.6269, 0.2132], [-7.5728, 1.6188, -1.0297], [-7.0521, 2.3182, 0.4948], [-5.2743, 1.3023, -1.6806], [-4.6386, 1.4662, -0.1115], [-5.6815, 4.1334, -0.4905], [-5.4189, 3.5899, -2.1033], [-3.0047, 2.0691, -2.0529], [-1.8855, 3.5072, -1.9062], [-3.3054, 3.4499, -2.9858], [-2.6705, 2.6403, 0.5857], [-3.9980, 3.7240, 1.1214], [-1.1144, 4.4067, 0.7672], [-2.4692, 5.2844, 1.6720], [-1.3835, 5.4967, -1.0558], [-2.2481, 6.7686, -0.1094], [-3.6197, 5.6704, -2.1285], [-4.3457, 5.7100, -0.4645]], "forces_ev_per_angstrom": [[1.949, -1.414, -0.567], [-0.554, 0.211, 0.340], [0.092, 0.516, 0.639], [-0.964, 0.016, -0.523], [-0.209, 0.110, 0.478], [-0.032, 0.187, 0.192], [-0.529, 0.212, -0.542], [0.855, -0.086, 0.763], [0.525, 0.542, 0.490], [-0.039, -0.672, 1.349], [0.109, 1.141, -0.210], [0.434, 0.013, 0.677], [0.306, -0.427, -0.047], [0.357, 0.665, 0.647], [-0.983, 0.153, -0.159], [0.491, 0.554, -0.105], [-0.593, -0.128, -0.172], [-0.351, 0.170, -0.148], [-0.044, -0.126, -0.424], [-0.595, 0.201, -0.208], [-0.163, -0.234, 0.010], [0.041, -0.355, -0.642], [0.157, 0.349, -0.565], [-0.259, -0.398, -0.717], [-0.110, -0.274, 0.135], [0.090, 0.352, -0.368], [-0.292, -0.120, -0.175], [0.040, -0.157, -0.050], [-0.241, 0.058, 0.023], [0.057, -0.244, -0.303], [0.302, -0.317, -0.338], [0.235, -0.149, 0.104], [-0.179, -0.409, 0.039], [-0.024, -0.159, 0.353], [0.459, 0.444, 0.146], [0.495, -0.823, -1.430], [-0.442, 0.391, -0.082], [-1.268, -1.005, -0.889], [-0.209, 0.799, 0.298], [-0.657, 0.224, -0.546], [-0.146, 0.725, -0.575], [1.214, 0.139, -0.565], [0.435, -0.905, 1.220], [-0.252, 0.055, 0.025], [-0.128, -0.150, 0.069], [0.025, -0.044, -0.016], [-0.404, -0.107, 0.222], [0.017, 0.351, 0.451], [-0.034, 0.047, 0.290], [-0.006, 0.148, 0.044], [-0.022, -0.234, 0.038], [0.033, 0.057, 0.112], [0.370, -0.127, -0.154], [0.017, 0.128, 0.174], [0.608, 0.035, 0.280], [0.133, 0.354, 0.132], [0.119, -0.288, 0.183], [-0.321, 0.298, -0.191], [0.233, -0.092, 0.674], [-0.187, -0.247, 0.085], [0.035, -0.163, -0.027], [0.023, 0.030, 0.646], [-0.274, 0.842, -0.639], [2.131, -1.120, 0.035], [-0.751, 0.705, 1.437], [-0.097, -0.867, -0.137], [1.091, 0.027, 0.199], [-0.268, 0.498, -0.416], [-0.816, 0.337, 0.629], [-0.721, -1.855, -0.627], [0.432, 0.038, -0.128], [0.031, -0.634, -0.119], [-0.161, 0.632, -0.225], [-0.054, -0.054, 0.231], [-0.574, -0.507, 0.340], [-0.170, 0.286, 0.151], [-1.008, 0.533, -0.345], [0.146, 0.213, -0.242], [-0.049, 0.230, -0.084], [0.107, -0.037, -0.117], [-0.031, -0.267, -0.147], [-0.125, 0.388, 0.072], [0.112, 0.079, -0.115], [0.005, -0.292, 0.193], [0.200, 0.229, -0.123], [0.139, -0.304, -0.014], [0.736, 0.608, -0.264], [0.018, 0.384, -0.104], [0.381, 0.852, -0.015], [-0.020, -0.396, -0.954], [0.334, -0.049, 0.111], [-0.549, 0.075, 0.875], [0.158, -0.121, -1.588], [0.827, 0.774, 1.565], [-0.884, -0.507, -0.521], [0.988, -0.093, 0.546], [-0.543, 0.357, -1.389], [0.079, -0.155, 0.063], [0.125, -0.154, -0.158], [-0.398, -0.533, 0.335], [0.100, 0.165, 0.362], [-0.344, 0.268, -0.089], [-0.108, -0.407, -0.129], [0.422, -0.359, 0.384], [0.209, 0.227, -0.019], [-0.543, 0.313, 0.498], [-0.033, -0.020, 0.315], [-0.265, 0.235, -0.458], [-0.176, -0.651, -0.376], [0.463, 0.279, -0.386], [-0.111, 0.196, 0.118], [-0.462, -0.293, 0.375], [0.143, 0.268, 0.237], [0.076, -0.257, 0.303], [0.063, 0.022, -0.054], [0.475, 0.672, 0.976], [-0.409, -1.069, -0.313], [0.190, 0.702, -0.443], [0.264, -0.623, -0.522], [0.275, 0.489, -0.338], [-0.006, 0.392, 0.051], [-0.304, -0.022, -0.677], [-0.346, -0.706, -0.654], [-0.261, 0.068, 0.852], [-0.376, -0.115, -0.185], [0.155, -0.090, -0.181], [-0.185, -0.125, 0.022], [0.337, 0.469, -0.266], [-0.001, 0.498, 0.326], [-0.269, -0.549, 0.444], [0.110, 0.153, -0.037], [0.222, -0.032, 0.864], [0.172, -0.500, -0.190], [0.013, 0.460, 0.139], [-0.218, -0.122, -0.259], [-0.027, -0.285, 0.048], [-0.060, -0.132, 0.856], [0.465, -0.280, 0.294], [0.007, 0.543, -0.162], [0.177, 0.046, -0.168], [-0.253, -0.190, -0.039], [-0.145, 0.396, -0.413]], "lowdin_charge": [0.195, -0.176, -0.167, -0.150, -0.174, -0.178, -0.204, -0.058, -0.222, -0.116, -0.247, 0.009, -0.079, -0.149, -0.118, -0.075, 0.092, 0.088, 0.071, 0.112, 0.113, 0.144, 0.113, 0.123, 0.096, 0.099, 0.110, 0.121, 0.112, 0.129, 0.129, 0.113, 0.140, 0.136, -0.083, -0.229, -0.115, -0.262, 0.041, -0.072, -0.134, -0.140, -0.100, 0.085, 0.085, 0.050, 0.111, 0.125, 0.145, 0.128, 0.119, 0.113, 0.122, 0.134, 0.125, 0.126, 0.099, 0.121, 0.125, 0.131, 0.115, -0.073, -0.220, -0.082, -0.263, 0.045, -0.093, -0.136, -0.155, -0.098, 0.086, 0.053, 0.067, 0.110, 0.105, 0.136, 0.138, 0.121, 0.109, 0.110, 0.130, 0.110, 0.120, 0.110, 0.121, 0.128, 0.151, 0.136, -0.075, -0.231, -0.129, -0.250, 0.014, -0.055, -0.138, -0.136, -0.086, 0.088, 0.071, 0.075, 0.116, 0.111, 0.133, 0.129, 0.097, 0.099, 0.096, 0.138, 0.143, 0.120, 0.131, 0.116, 0.132, 0.137, 0.127, -0.071, -0.239, -0.116, -0.260, 0.017, -0.067, -0.124, -0.138, -0.081, 0.071, 0.089, 0.084, 0.103, 0.102, 0.138, 0.146, 0.096, 0.099, 0.114, 0.110, 0.138, 0.095, 0.126, 0.105, 0.133, 0.147, 0.142]}